Record 1
Here is C7H13N3O5 in the gas phase in a non-equilibrium geometry from the Open Molecules 2025 dataset. Energies are from ωB97M-V/def2-TZVPD.

```
28
Properties=species:S:1:pos:R:3:forces:R:3
N 0.82075 4.09162 1.09606 -2.68 1.58 0.70
C 1.01668 2.93078 0.32771 -1.05 -0.60 3.20
O 1.17671 2.94150 -0.84178 0.30 0.06 -1.93
C 0.91357 1.64347 1.18038 -0.20 0.86 0.70
C 1.07957 0.38938 0.41442 1.51 -2.40 0.10
N -0.08927 0.20264 -0.45147 0.29 -1.27 0.02
C -1.07608 -0.69214 -0.45421 -1.73 1.31 1.87
O -1.61131 -1.09503 0.58888 0.47 -0.57 0.62
C -1.70599 -1.12759 -1.78346 3.21 2.77 -0.77
N -1.00220 -0.36103 -2.85871 1.32 -4.24 -1.15
C -1.48624 -2.58297 -1.61775 0.87 -3.71 -1.42
O -2.55100 -3.11992 -0.78708 1.87 2.18 1.10
C 1.65181 -0.77925 1.47253 -0.93 2.22 0.72
O 2.76819 -0.65572 1.90549 -0.49 -0.17 -1.17
O 0.77490 -1.53294 2.12940 -0.01 -0.63 -0.47
H 0.04406 4.69728 0.70451 1.83 -0.63 -0.29
H 0.45328 4.03638 2.08220 1.15 -0.93 -1.26
H -0.11244 1.54707 1.54434 -0.08 0.62 0.23
H 1.54338 1.71937 2.07294 0.15 -0.04 -0.29
H 1.92635 0.41643 -0.26782 0.07 0.36 -0.05
H 0.07116 0.36920 -1.40817 1.01 0.67 -1.47
H -2.71691 -1.00144 -1.69830 -2.75 0.92 -0.25
H -0.49371 -0.94251 -3.61001 -1.48 1.48 1.77
H -1.15021 0.58061 -3.10234 -0.82 0.81 -0.11
H -1.49900 -3.32028 -2.55175 0.21 2.08 1.58
H -0.42058 -2.56120 -1.16720 -1.33 -1.43 -0.42
H -2.48055 -2.46083 0.01428 -0.41 -1.65 -1.39
H -0.08975 -1.60585 1.68913 -0.27 0.37 -0.17
```
Positions in Å, forces in eV/Å.

Properties
energy: -814.9723 hartree
orbital gap: 10.2 eV
max |F|: 4.590 eV/A
LUMO level: 0.0138 Eh
ΔE to the lowest compared entry with this formula, charge and spin: 277.9 kJ/mol
structure (SMILES): NC(=O)C[C@H](NC(=O)[C@@H](N)CO)C(=O)O



Record 2
Here is a gas-phase ion, C5H10N (charge +1) in a non-equilibrium geometry from the Open Molecules 2025 dataset. Energies are from ωB97M-V/def2-TZVPD.

```
16
Properties=species:S:1:pos:R:3:forces:R:3
C -1.82151 -0.37386 -0.26609 1.34 1.28 0.15
C -0.39064 -0.03837 0.00892 1.98 -2.42 -1.22
C 0.70884 -1.03019 0.36870 -0.21 -0.21 1.09
C 1.81596 -0.13767 -0.26618 -2.80 -0.22 -1.27
C 0.56220 0.94266 -0.71423 1.97 -4.10 2.54
N -0.02976 1.21419 0.60295 -1.74 2.06 -0.59
H -2.23344 0.59188 -0.43104 -1.43 0.79 0.27
H -2.16774 -0.90630 0.57620 -1.03 -0.38 0.89
H -2.05182 -0.88423 -1.17354 0.55 -0.74 -0.60
H 0.39490 -2.03472 -0.01497 1.07 0.84 0.08
H 0.98040 -1.08049 1.46283 -1.05 -0.42 -0.90
H 2.51267 0.11604 0.48455 0.70 1.31 0.62
H 2.36808 -0.68380 -1.00472 -0.03 0.37 -1.03
H 0.32169 1.60742 -1.47213 0.07 1.14 -1.40
H 0.50206 1.49157 1.39820 0.60 -0.43 1.00
H -0.88875 1.73401 0.50599 0.03 1.13 0.35
```
Positions in Å, forces in eV/Å.

Properties
energy: -250.9173 hartree
orbital gap: 12.4 eV
max |F|: 5.207 eV/A
LUMO level: -0.1168 Eh
ΔE to the lowest compared entry with this formula, charge and spin: 230.9 kJ/mol
structure (SMILES): C[C@@]12CC[C@@H]1[NH2+]2
net charge: +1



Record 3
Here is 3 unconnected molecules or ions with the total composition C10H22N2PS in a non-equilibrium geometry from the Open Molecules 2025 dataset. Energies are from ωB97M-V/def2-TZVPD.

```
36
Properties=species:S:1:pos:R:3:forces:R:3
C 4.25511 -4.34543 2.05405 0.13 -0.05 0.32
P 3.57993 -2.67157 1.96319 -0.31 0.43 -0.67
C 1.80384 -2.37951 2.11947 -0.19 -0.41 0.27
S 4.84823 -1.16767 1.89261 0.37 -1.17 0.27
H 3.51728 -5.00941 1.61043 -0.17 0.06 -0.14
H 4.41923 -4.64926 3.08068 0.10 -0.04 0.11
H 5.16644 -4.42676 1.47519 0.14 0.08 -0.06
H 1.43351 -2.91974 2.98635 -0.02 0.01 0.16
H 1.31257 -2.77933 1.23878 -0.04 0.08 -0.16
H 1.53911 -1.33688 2.23995 0.15 0.20 -0.05
H 5.03649 -0.43264 0.78576 -0.11 0.32 0.14
H 5.25907 -0.47305 2.96976 -0.13 0.48 -0.17
C -0.41307 2.94689 2.76744 0.04 -0.01 -0.04
C -0.28777 2.64528 1.27854 0.02 0.09 0.15
C -1.30644 1.60819 0.79042 0.13 0.10 0.05
C -1.13649 0.32877 1.47811 -0.17 0.10 -0.04
N -1.00291 -0.66228 2.04082 0.23 -0.18 0.02
H -0.22086 2.05993 3.37336 -0.04 -0.02 0.00
H 0.30251 3.71236 3.06471 -0.01 0.02 0.00
H -1.41182 3.31088 3.00996 -0.01 0.00 0.01
H 0.72234 2.29147 1.05739 -0.01 -0.01 -0.05
H -0.43695 3.56031 0.70520 -0.03 -0.03 -0.07
H -1.19606 1.43882 -0.27946 -0.05 0.00 -0.04
H -2.32344 1.96038 0.96642 -0.04 -0.01 -0.02
C -3.89779 0.03510 -4.35845 0.03 0.01 -0.01
C -2.38644 0.22132 -4.30462 -0.14 -0.07 -0.07
C -1.90464 0.78671 -2.96286 -0.01 -0.02 -0.13
C -2.48736 2.10320 -2.69937 0.05 -0.16 -0.05
N -2.96416 3.13216 -2.53208 -0.03 0.19 0.14
H -4.41897 0.98645 -4.24946 0.01 0.01 0.03
H -4.19510 -0.39590 -5.31314 -0.01 -0.02 0.00
H -4.24083 -0.63318 -3.56664 -0.01 -0.01 0.01
H -2.06823 0.88650 -5.10839 0.04 0.02 0.01
H -1.89193 -0.73738 -4.46915 0.06 0.02 0.04
H -0.81824 0.88872 -2.95721 0.02 -0.01 0.02
H -2.18616 0.11652 -2.14776 -0.01 -0.02 0.01
```
Positions in Å, forces in eV/Å.

Properties
energy: -1242.9139 hartree
orbital gap: 8.4 eV
max |F|: 1.260 eV/A
LUMO level: -0.1624 Eh
net charge: +1



Record 4
Here is a molecular structure, C26H31FeN4O5 from the Open Molecules 2025 dataset. Energies are from ωB97M-V/def2-TZVPD.

```
67
Properties=species:S:1:pos:R:3:forces:R:3
Fe 0.28600 0.29588 0.02372 0.17 -0.36 0.03
C -3.40732 -0.87278 -1.20532 0.11 0.01 0.04
C -2.33692 -1.85697 -0.70914 0.01 0.10 -0.06
C -1.10087 -1.88682 -1.61489 -0.03 0.04 0.03
N 0.12041 -1.28469 -1.07436 0.18 0.05 0.07
C 1.25395 -1.59298 -1.72119 0.08 0.09 0.12
C 1.29147 -2.26967 -2.94779 -0.01 0.00 0.01
C 2.36132 -2.84318 -3.62886 -0.02 0.00 -0.01
C 3.68112 -3.00136 -3.26557 0.01 0.01 0.02
C 4.26376 -2.52026 -2.09360 0.01 -0.01 -0.02
C 3.74217 -1.70865 -1.11641 -0.03 -0.03 -0.01
C 2.45790 -1.10853 -1.01678 -0.21 0.02 0.06
N 2.16258 -0.16505 -0.16517 0.06 0.09 -0.17
C 3.08226 0.30145 0.84334 -0.02 -0.17 0.04
C 2.93446 -0.55533 2.11302 -0.05 0.04 -0.02
C 1.57705 -1.26912 2.19454 0.02 0.04 0.00
N 0.45560 -0.42701 1.79737 -0.16 -0.07 -0.18
C -0.66230 -0.39820 2.51655 -0.02 0.07 0.09
C -0.93898 -1.24631 3.59943 0.05 0.05 -0.06
C -1.92529 -1.18135 4.58013 -0.04 0.00 0.03
C -2.89279 -0.22898 4.80710 0.02 -0.03 0.01
C -3.15782 0.86542 3.98329 0.01 0.04 -0.04
C -2.65717 1.16780 2.74146 -0.02 0.01 0.02
C -1.68721 0.49919 1.94113 0.05 -0.09 -0.15
N -1.56357 0.68132 0.64775 0.10 0.02 0.07
C -2.66106 1.29489 -0.08545 -0.07 -0.03 0.00
C -2.91511 0.56219 -1.39460 -0.02 -0.05 0.07
H -4.26526 -0.87937 -0.52521 0.01 -0.02 0.02
H -3.77688 -1.23961 -2.16770 0.00 0.00 0.00
H -2.77672 -2.85650 -0.69181 -0.01 0.00 -0.03
H -2.03763 -1.64332 0.31404 0.00 0.00 0.04
H -1.34818 -1.42280 -2.57874 0.01 0.02 -0.01
H -0.85819 -2.92960 -1.83631 0.02 -0.03 0.01
H 0.34983 -2.33563 -3.47087 -0.02 0.00 0.02
H 2.09043 -3.26877 -4.58985 0.01 0.00 0.00
H 4.31924 -3.55856 -3.93896 0.00 0.00 0.00
H 5.29944 -2.80534 -1.93671 0.00 0.00 0.00
H 4.42222 -1.46426 -0.31140 0.00 -0.01 0.00
H 2.80687 1.32286 1.07803 -0.04 0.03 0.03
H 4.11313 0.32162 0.48678 0.01 0.00 0.01
H 3.06767 0.07747 2.99320 0.00 0.01 -0.01
H 3.71083 -1.32253 2.15490 0.00 -0.02 -0.01
H 1.45920 -1.59450 3.22648 0.02 -0.03 -0.02
H 1.58911 -2.16979 1.57230 0.00 0.03 -0.05
H -0.27607 -2.09424 3.69529 -0.01 0.00 0.02
H -1.88757 -1.99298 5.29956 0.00 0.00 0.00
H -3.49655 -0.33386 5.69916 0.00 0.00 0.00
H -3.89961 1.56462 4.35553 0.00 0.00 0.00
H -3.05590 2.06512 2.28736 -0.01 0.01 0.00
H -2.45159 2.35233 -0.26083 0.00 -0.06 0.00
H -3.57459 1.22489 0.51121 -0.03 0.04 -0.01
H -2.01118 0.55316 -2.00053 -0.01 -0.03 -0.06
H -3.65691 1.13215 -1.96031 -0.03 -0.02 0.00
O 2.31196 3.80985 0.40590 0.02 0.06 0.02
C 1.09317 3.28460 0.24644 -0.09 0.03 0.13
O 0.70923 2.34894 0.91619 0.09 0.09 -0.10
C 0.30782 4.14990 -0.71685 0.02 0.03 0.02
O -0.89243 3.62651 -1.17327 0.07 0.01 0.12
C -0.86519 3.06570 -2.47428 -0.09 -0.03 -0.03
C -0.12778 1.73104 -2.60800 0.29 0.14 -0.04
O -0.21903 1.14711 -3.67150 -0.11 -0.12 -0.02
O 0.59108 1.37803 -1.59654 -0.33 0.07 0.09
H 2.76199 3.32038 1.11006 0.00 -0.01 0.00
H 0.07517 5.04664 -0.12921 0.06 0.04 -0.03
H 0.97870 4.45821 -1.52378 0.00 -0.05 -0.02
H -1.90660 2.90591 -2.74741 0.01 0.00 -0.06
H -0.43690 3.77372 -3.19205 0.03 -0.01 0.00
```
Positions in Å, forces in eV/Å.

Properties
⟨S²⟩: 0.790
energy: -2868.2559 hartree
orbital gap (alpha / beta): 6.9 / 6.8 eV
max |F|: 0.399 eV/A
LUMO level (alpha / beta): -0.0021 / -0.0046 Eh
ΔE to the lowest compared entry with this formula, charge and spin: 0.0 kJ/mol
spin multiplicity: 2